[1]
C5H6O2 in the gas phase at a distorted geometry. Source: the OMol25 dataset; level of theory: ωB97M-V/def2-TZVPD.

Cartesian coordinates (Å):
O  1.83683  -2.36281  1.67187
C  1.48899  -1.42985  0.98359
C  1.29331  0.03289  1.46019
C  0.33460  0.57097  0.49880
C  -0.37120  0.60845  -0.47948
C  -1.33166  0.90315  -1.54284
O  -2.30626  -0.09623  -1.72278
H  1.19693  -1.49463  -0.08872
H  0.91324  0.07696  2.48786
H  2.24933  0.57599  1.39537
H  -1.78909  1.87391  -1.31227
H  -0.81860  0.99496  -2.49481
H  -2.69641  -0.25375  -0.85679

For the highest occupied orbital energy, the calculation gives -10.06 eV. Its strongest force on any atom is 1.5 eV Å⁻¹. As for the structure (SMILES): O=CCC#CCO. Its charge is 0. The frontier orbital gap is 10.693 eV. The value obtained for the energy relative to the best compared isomer or geometry (same formula, charge and spin) is 2.6101 eV.

[2]
C5H6O2 in the gas phase at a distorted geometry. Source: the OMol25 dataset; level of theory: ωB97M-V/def2-TZVPD.

Cartesian coordinates (Å):
C  -1.64278  1.05505  0.16712
C  -0.73041  -0.13698  0.22992
C  -0.18321  -1.16686  0.74209
C  0.30581  -0.77200  -0.63692
C  1.74287  -0.26548  -0.70997
O  2.37036  -0.33849  -1.73646
O  2.22078  0.43067  0.31336
H  -1.03311  1.96898  0.21199
H  -2.21351  0.97490  1.10555
H  -2.26382  1.09505  -0.71270
H  -0.11082  -1.95164  1.52593
H  -0.00487  -1.36962  -1.52579
H  1.54270  0.47643  1.02586

For the highest occupied orbital energy, the calculation gives -9.63 eV. Its strongest force on any atom is 2.6 eV Å⁻¹. As for the structure (SMILES): CC1=C[C@@H]1C(=O)O. Its charge is 0. The frontier orbital gap is 10.235 eV. The value obtained for the energy relative to the best compared isomer or geometry (same formula, charge and spin) is 2.0143 eV.

[3]
C5H6O2 in the gas phase. Source: the OMol25 dataset; level of theory: ωB97M-V/def2-TZVPD.

Cartesian coordinates (Å):
C  1.95627  -1.30466  -0.93851
C  1.07848  -0.46297  -0.46531
C  -0.00802  0.13711  -0.03621
C  -1.19770  -0.70368  -0.33899
O  -2.17592  -0.76507  0.37496
C  -0.18580  1.37364  0.83606
O  -1.48055  1.90640  0.72381
H  2.27400  -2.15377  -0.33722
H  2.37386  -1.20195  -1.93568
H  -1.10319  -1.31611  -1.25591
H  0.06047  1.13158  1.88110
H  0.50286  2.15897  0.51140
H  -2.09478  1.20052  0.98050

For the highest occupied orbital energy, the calculation gives -9.94 eV. Its strongest force on any atom is 0.4 eV Å⁻¹. As for the structure (SMILES): C=C=C(C=O)CO. Its charge is 0. The frontier orbital gap is 10.347 eV. The value obtained for the energy relative to the best compared isomer or geometry (same formula, charge and spin) is 2.2589 eV.

| no. | energy (eV) |
| --- | --- |
| 1 | -9374.4855 |
| 2 | -9375.0814 |
| 3 | -9374.8368 |